Entry 1:
# C6H5N3

An isolated molecule of C6H5N3 at a distorted geometry (ωB97M-V/def2-TZVPD, the Open Molecules 2025 dataset).

Cartesian coordinates (Å):
C  0.139  -0.426  -0.100
C  -0.117  0.955  -0.029
C  -1.410  1.441  0.006
C  -2.469  0.540  0.015
C  -2.245  -0.813  0.042
C  -0.944  -1.358  0.006
H  0.729  1.673  -0.058
H  -1.617  2.500  -0.031
H  -3.481  0.907  -0.050
H  -3.101  -1.505  0.233
H  -0.720  -2.444  0.067
N  3.327  0.579  0.084
N  2.419  -0.122  0.019
N  1.463  -0.908  -0.075

Values from the calculation:
energy relative to the best compared isomer or geometry (same formula, charge and spin)	184.7	kJ/mol
Kohn-Sham gap	9.4	eV
multiplicity	1

Entry 2:
# C4H9NO

A cluster of 2 separate species, C4H9NO in total at a distorted geometry (ωB97M-V/def2-TZVPD, the Open Molecules 2025 dataset).

Cartesian coordinates (Å):
C  -2.454  0.652  0.205
C  -1.206  -0.076  -0.053
N  -0.044  0.428  -0.123
C  1.053  -0.782  -0.215
O  0.739  -1.716  0.534
C  2.438  -0.129  0.098
H  -3.341  0.138  -0.164
H  -2.443  1.704  -0.085
H  -2.476  0.600  1.302
H  -1.175  -1.171  0.020
H  0.403  -1.031  -1.677
H  0.126  1.339  -0.537
H  2.606  0.875  -0.308
H  3.268  -0.780  -0.194
H  2.507  -0.050  1.198

Values from the calculation:
energy relative to the best compared isomer or geometry (same formula, charge and spin)	449.8	kJ/mol
Kohn-Sham gap	7.7	eV
multiplicity	1

Entry 3:
# C6H15NO2

A cluster of 2 separate species, C6H15NO2 in total at a distorted geometry (ωB97M-V/def2-TZVPD, the Open Molecules 2025 dataset).

Cartesian coordinates (Å):
C  1.418  -2.380  0.320
C  1.826  -1.236  -0.513
C  0.634  -0.683  -1.401
C  -0.741  -0.727  -0.726
C  -0.865  -0.300  0.682
N  -0.529  1.028  1.052
C  0.155  1.941  0.203
O  -1.528  -0.950  1.500
H  2.264  -3.025  0.632
H  0.679  -2.974  -0.293
H  0.856  -2.046  1.246
H  2.732  -1.390  -1.140
H  2.105  -0.350  0.262
H  0.646  -1.288  -2.371
H  0.776  0.380  -1.782
H  -1.395  -0.111  -1.402
H  -1.387  -1.757  -0.761
H  -0.793  1.415  1.951
H  -0.466  2.533  -0.485
H  1.031  1.603  -0.349
H  0.766  2.753  0.826
H  -2.332  3.163  0.947
H  -2.739  1.866  0.478
O  -3.112  2.535  1.123

Values from the calculation:
energy relative to the best compared isomer or geometry (same formula, charge and spin)	231.3	kJ/mol
Kohn-Sham gap	10.3	eV
multiplicity	1

Entry 4:
# C56H103BFIN9O6S

A cluster of 9 separate species, C56H103BFIN9O6S in total at a distorted geometry (ωB97M-V/def2-TZVPD, the Open Molecules 2025 dataset).

Cartesian coordinates (Å):
C  4.943  5.569  4.371
C  3.428  5.597  4.584
C  2.643  5.907  3.313
O  1.559  4.958  3.226
C  0.781  5.168  2.100
N  -0.004  3.902  1.900
C  -1.439  4.171  1.548
B  -1.694  5.145  0.291
O  -0.763  5.751  -0.486
O  -2.990  5.458  0.002
C  -2.308  2.901  1.485
C  -1.608  1.605  1.005
S  -2.453  0.314  2.020
C  -1.823  1.434  -0.534
C  -2.455  0.121  -0.990
C  -3.990  0.081  -0.924
I  -1.923  -0.077  -3.101
C  -0.093  1.527  1.344
C  0.575  0.319  0.693
C  0.735  -0.870  1.659
C  2.181  -1.028  2.177
C  3.047  -1.799  1.191
O  3.286  -3.160  1.603
C  2.124  -3.802  1.900
O  1.979  -4.406  2.944
C  0.652  2.837  1.086
F  0.594  3.163  -0.236
O  1.956  2.690  1.493
C  2.987  3.173  0.613
C  4.325  3.195  1.354
C  4.521  2.023  2.307
C  5.457  3.363  0.334
C  5.852  2.078  -0.414
C  6.928  1.277  0.375
C  6.473  2.510  -1.757
H  5.429  5.786  5.319
H  5.295  6.307  3.656
H  5.271  4.568  4.108
H  3.124  4.597  4.889
H  3.131  6.249  5.398
H  2.196  6.898  3.402
H  3.291  5.837  2.443
H  0.082  5.978  2.319
H  1.358  5.430  1.214
H  -0.016  3.509  2.848
H  -1.806  4.734  2.408
H  0.104  5.342  -0.482
H  -3.546  5.398  0.784
H  -2.688  2.712  2.490
H  -3.181  3.046  0.863
H  -1.886  -0.823  1.582
H  -2.399  2.252  -0.961
H  -0.855  1.488  -1.019
H  -2.000  -0.750  -0.539
H  -4.265  -0.535  -0.070
H  -4.395  1.072  -0.750
H  -4.423  -0.394  -1.795
H  -0.029  1.397  2.427
H  -0.034  -0.058  -0.122
H  1.548  0.544  0.262
H  0.107  -0.765  2.537
H  0.438  -1.767  1.131
H  2.158  -1.499  3.156
H  2.554  -0.021  2.350
H  2.578  -1.770  0.204
H  4.034  -1.365  1.059
H  1.309  -3.736  1.167
H  3.102  2.517  -0.247
H  2.806  4.193  0.284
H  4.328  4.095  1.970
H  3.830  2.119  3.138
H  4.399  1.064  1.815
H  5.529  2.068  2.711
H  5.157  4.110  -0.405
H  6.314  3.768  0.865
H  4.982  1.459  -0.624
H  7.780  1.056  -0.258
H  6.494  0.362  0.767
H  7.307  1.877  1.195
H  7.122  3.365  -1.587
H  7.086  1.714  -2.172
H  5.712  2.750  -2.496
C  3.812  -3.782  5.252
C  4.651  -4.255  6.434
C  3.817  -4.438  7.707
C  3.196  -3.171  8.105
N  2.717  -2.174  8.419
H  3.370  -2.803  5.455
H  4.427  -3.685  4.357
H  3.012  -4.479  5.032
H  5.453  -3.539  6.626
H  5.126  -5.206  6.185
H  4.440  -4.789  8.529
H  3.028  -5.173  7.545
C  -3.480  -3.977  -6.950
C  -2.663  -4.011  -5.663
C  -3.539  -4.040  -4.405
C  -4.378  -2.845  -4.332
N  -4.976  -1.865  -4.254
H  -4.089  -3.074  -7.011
H  -2.822  -3.989  -7.820
H  -4.147  -4.838  -7.016
H  -2.003  -3.142  -5.629
H  -2.025  -4.898  -5.662
H  -2.920  -4.081  -3.509
H  -4.181  -4.917  -4.409
C  -7.262  -7.381  -2.898
C  -7.269  -5.978  -2.305
C  -7.999  -4.963  -3.192
C  -7.367  -4.857  -4.510
N  -6.872  -4.775  -5.545
H  -6.729  -7.397  -3.851
H  -6.759  -8.078  -2.226
H  -8.276  -7.748  -3.069
H  -6.240  -5.652  -2.146
H  -7.754  -5.997  -1.327
H  -7.989  -3.976  -2.729
H  -9.040  -5.256  -3.336
C  -0.155  -4.871  -2.605
C  -0.743  -5.850  -1.594
C  -1.939  -5.271  -0.825
C  -1.535  -4.082  -0.073
N  -1.208  -3.158  0.530
H  0.237  -3.977  -2.120
H  0.671  -5.328  -3.146
H  -0.909  -4.563  -3.335
H  0.033  -6.148  -0.886
H  -1.068  -6.755  -2.109
H  -2.336  -6.002  -0.121
H  -2.741  -4.993  -1.511
C  6.278  -5.283  -2.637
C  6.419  -4.018  -1.798
C  5.256  -3.820  -0.818
C  3.983  -3.700  -1.537
N  2.988  -3.598  -2.107
H  5.388  -5.247  -3.266
H  7.138  -5.401  -3.295
H  6.214  -6.169  -2.004
H  6.491  -3.152  -2.458
H  7.348  -4.063  -1.228
H  5.407  -2.916  -0.229
H  5.190  -4.661  -0.127
C  -2.000  -8.831  -5.232
C  -2.503  -9.652  -4.050
C  -3.887  -9.207  -3.562
C  -3.863  -7.813  -3.118
N  -3.831  -6.717  -2.771
H  -1.877  -7.780  -4.964
H  -1.031  -9.198  -5.566
H  -2.691  -8.889  -6.074
H  -1.788  -9.582  -3.228
H  -2.558  -10.703  -4.336
H  -4.219  -9.826  -2.728
H  -4.623  -9.300  -4.362
C  -4.268  8.334  -1.271
C  -5.312  7.610  -2.112
C  -6.734  8.109  -1.836
C  -7.080  7.889  -0.430
N  -7.352  7.699  0.671
H  -4.436  8.168  -0.206
H  -3.269  7.967  -1.506
H  -4.286  9.409  -1.458
H  -5.260  6.539  -1.910
H  -5.086  7.746  -3.170
H  -7.456  7.580  -2.458
H  -6.819  9.174  -2.055
C  -1.343  8.691  1.913
C  -1.302  9.050  3.395
C  -0.369  10.229  3.683
C  0.996  9.876  3.283
N  2.068  9.575  2.995
H  -0.361  8.389  1.543
H  -2.028  7.856  1.748
H  -1.689  9.532  1.312
H  -0.969  8.185  3.975
H  -2.309  9.292  3.737
H  -0.367  10.470  4.746
H  -0.684  11.118  3.137

Values from the calculation:
total charge	+1
Kohn-Sham gap	8.5	eV
multiplicity	1

Entry 5:
# H2N2O3

A cluster of 2 separate species, H2N2O3 in total at a distorted geometry (ωB97M-V/def2-TZVPD, the Open Molecules 2025 dataset).

Cartesian coordinates (Å):
N  -2.048  -0.579  0.197
N  -1.297  -0.370  0.975
O  0.286  0.569  -0.926
O  -0.558  -0.164  1.818
O  1.596  0.043  -0.698
H  2.104  0.809  -0.466
H  -0.082  -0.308  -0.900

Values from the calculation:
energy relative to the best compared isomer or geometry (same formula, charge and spin)	23.6	kJ/mol
Kohn-Sham gap	11.3	eV
multiplicity	1

Entry 6:
# C27H26N3O7PTi

A structure of composition C27H26N3O7PTi at a distorted geometry (ωB97M-V/def2-TZVPD, the Open Molecules 2025 dataset).

Cartesian coordinates (Å):
Ti  -0.262  -0.170  -0.219
O  1.283  -2.934  -2.502
C  1.022  -2.440  -1.425
O  -0.147  -1.951  -1.063
C  2.106  -2.316  -0.334
P  1.251  -1.620  1.148
C  0.543  -3.190  1.804
C  -0.817  -3.475  1.757
C  -1.287  -4.716  2.170
C  -0.411  -5.682  2.642
C  0.949  -5.408  2.697
C  1.419  -4.172  2.275
C  2.538  -1.174  2.354
C  3.613  -0.397  1.922
C  4.569  0.052  2.823
C  4.449  -0.257  4.172
C  3.365  -1.001  4.614
C  2.409  -1.453  3.713
H  2.892  -1.664  -0.701
H  2.540  -3.293  -0.142
H  -1.517  -2.735  1.414
H  -2.349  -4.927  2.121
H  -0.785  -6.648  2.965
H  1.645  -6.155  3.064
H  2.486  -3.972  2.307
H  3.707  -0.140  0.874
H  5.405  0.644  2.474
H  5.193  0.094  4.877
H  3.259  -1.229  5.667
H  1.550  -2.011  4.067
O  -2.351  2.301  -0.708
C  -2.837  2.396  -2.041
C  -3.301  1.067  -2.602
C  -2.370  -0.139  -2.415
C  -0.970  0.061  -2.936
C  -0.604  -0.265  -4.222
C  0.720  -0.148  -4.621
C  1.651  0.309  -3.716
C  1.235  0.633  -2.435
N  -0.051  0.516  -2.043
H  -2.995  1.861  -0.149
H  -2.011  2.793  -2.631
H  -3.659  3.112  -2.106
H  -3.468  1.206  -3.675
H  -4.269  0.814  -2.157
H  -2.818  -0.977  -2.946
H  -2.318  -0.439  -1.361
H  -1.353  -0.651  -4.904
H  1.020  -0.436  -5.622
H  2.694  0.407  -3.986
H  1.925  1.013  -1.698
O  -1.821  2.038  4.471
C  -1.007  2.968  3.962
O  -0.845  4.055  4.457
C  -0.363  2.540  2.708
C  0.300  3.413  1.893
N  0.657  2.739  0.790
N  0.235  1.466  0.811
C  -0.373  1.309  1.998
C  -1.171  0.031  2.130
O  -1.266  -0.624  3.137
O  -1.744  -0.264  0.943
H  -2.197  2.411  5.279
H  0.526  4.461  2.037
H  1.001  3.122  -0.068

Values from the calculation:
energy relative to the best compared isomer or geometry (same formula, charge and spin)	250.2	kJ/mol
expectation value of S²	2.017
Kohn-Sham gap (spin up / spin down)	5.8 / 8.7	eV
multiplicity	3

| no. | total energy (hartree) |
| --- | --- |
| 1 | -395.83842 |
| 2 | -287.66115 |
| 3 | -442.79312 |
| 4 | -3960.24057 |
| 5 | -336.25606 |
| 6 | -2926.33565 |